(1)
Computed, not measured: a 7-piece molecular cluster, C18H36Br6O4 overall at a distorted geometry, with ωB97M-V/def2-TZVPD.

CARTESIAN COORDINATES (ANGSTROEM)
C1 -9.846 -7.864 -5.840
C2 -11.342 -7.763 -5.568
C3 -12.302 -7.975 -6.738
O1 -11.878 -7.393 -4.495
H1 -9.336 -8.817 -5.701
H2 -9.318 -7.209 -5.147
H3 -9.623 -7.753 -6.901
H4 -12.396 -9.007 -7.077
H5 -11.884 -7.423 -7.580
H6 -13.268 -7.579 -6.425
C4 3.558 -8.607 -17.646
C5 2.765 -9.366 -16.651
C6 1.285 -9.139 -16.569
O2 3.305 -10.149 -15.883
H7 4.546 -9.046 -17.502
H8 3.629 -7.527 -17.518
H9 3.135 -8.773 -18.637
H10 0.900 -9.493 -17.525
H11 1.055 -8.088 -16.395
H12 0.840 -9.743 -15.778
C7 -6.614 -0.638 -13.296
C8 -6.111 0.718 -13.903
C9 -7.024 1.400 -14.911
O3 -5.070 1.249 -13.466
H13 -5.863 -1.271 -12.823
H14 -7.093 -1.240 -14.068
H15 -7.291 -0.316 -12.505
H16 -6.719 2.425 -15.119
H17 -8.017 1.383 -14.462
H18 -7.108 0.792 -15.812
C10 -0.499 -2.428 -15.389
C11 0.010 -2.913 -14.027
C12 1.317 -2.341 -13.500
O4 -0.623 -3.698 -13.335
H19 -1.488 -2.858 -15.549
H20 0.169 -2.834 -16.148
H21 -0.548 -1.339 -15.394
H22 1.787 -3.044 -12.812
H23 1.132 -1.423 -12.943
H24 2.021 -2.119 -14.302
Br1 -8.788 -8.827 -13.055
C13 -7.388 -8.293 -14.493
C14 -6.058 -7.942 -13.884
Br2 -5.475 -9.306 -12.547
H25 -7.853 -7.465 -15.029
H26 -7.304 -9.133 -15.182
H27 -6.358 -7.126 -13.225
H28 -5.314 -7.637 -14.620
Br3 -8.745 -14.626 -14.664
C15 -7.174 -15.285 -13.611
C16 -7.434 -15.194 -12.120
Br4 -6.029 -16.064 -11.036
H29 -6.286 -14.770 -13.978
H30 -7.050 -16.329 -13.898
H31 -8.350 -15.715 -11.842
H32 -7.531 -14.184 -11.722
Br5 -3.217 -9.019 -21.616
C17 -4.792 -10.280 -21.571
C18 -4.267 -11.698 -21.285
Br6 -5.846 -12.892 -21.360
H33 -5.248 -10.119 -22.548
H34 -5.377 -9.888 -20.740
H35 -3.885 -11.698 -20.264
H36 -3.508 -12.044 -21.987

Total charge = 0
Highest occupied orbital energy = -9.67 eV
Energy above the lowest of the compared OMol25 structures with the same formula, charge and spin = 8.74 kcal per mole
HOMO-LUMO gap = 9.68 eV
E_LUMO = 0.0165 eV
SMILES = CC(C)=O.CC(C)=O.CC(C)=O.CC(C)=O.BrCCBr.BrCCBr.BrCCBr

***

(2)
Computed, not measured: a 14-piece molecular cluster, C49H84O42 overall at a distorted geometry, with ωB97M-V/def2-TZVPD.

CARTESIAN COORDINATES (ANGSTROEM)
C1 11.410 15.927 12.311
C2 10.127 15.690 13.167
O1 9.389 14.770 12.395
C3 9.963 14.516 11.213
O2 9.532 13.763 10.408
O3 11.162 15.153 11.137
H1 12.255 15.599 12.906
H2 11.353 16.944 11.931
H3 9.532 16.595 13.297
H4 10.359 15.343 14.173
C4 15.962 11.018 7.716
C5 15.183 11.387 6.461
O4 13.985 11.931 6.955
C6 13.908 11.757 8.291
O5 12.999 12.111 8.963
O6 14.994 11.139 8.766
H5 16.882 11.583 7.866
H6 16.350 10.009 7.567
H7 14.952 10.479 5.897
H8 15.665 12.159 5.859
C7 8.486 12.319 7.708
C8 9.681 11.483 8.228
O7 9.030 10.498 9.027
C9 7.724 10.468 8.785
O8 6.936 9.686 9.239
O9 7.376 11.467 7.968
H9 8.613 12.394 6.629
H10 8.481 13.294 8.189
H11 10.248 12.119 8.908
H12 10.344 11.158 7.428
C10 6.349 13.349 11.815
C11 5.269 12.434 11.227
O10 5.211 12.770 9.846
C12 5.906 13.903 9.644
O11 5.963 14.489 8.613
O12 6.510 14.318 10.778
H13 7.281 12.871 12.109
H14 5.915 13.907 12.645
H15 4.302 12.748 11.617
H16 5.478 11.394 11.464
C13 10.582 8.424 10.900
C14 11.913 9.054 11.318
O13 11.430 10.172 12.090
C15 10.207 9.900 12.571
O14 9.690 10.496 13.465
O15 9.649 8.888 11.879
H17 10.684 7.355 10.717
H18 10.207 8.833 9.965
H19 12.456 9.476 10.475
H20 12.535 8.480 12.003
C16 4.430 10.478 7.534
C17 3.870 11.539 6.569
O16 2.545 11.069 6.378
C18 2.466 9.745 6.665
O17 1.570 9.057 6.294
O18 3.576 9.380 7.310
H21 4.455 10.840 8.560
H22 5.410 10.095 7.260
H23 4.466 11.516 5.652
H24 4.010 12.550 6.947
C19 13.945 15.524 5.984
C20 13.900 14.603 4.774
O19 12.601 14.057 4.873
C21 12.105 14.170 6.132
O20 11.175 13.628 6.616
O21 12.871 15.052 6.793
H25 13.608 16.529 5.721
H26 14.845 15.580 6.588
H27 14.593 13.765 4.911
H28 14.093 15.045 3.800
C22 11.175 15.253 1.414
C23 9.712 14.977 1.712
O22 9.539 14.855 3.127
C24 8.316 15.027 3.581
O23 7.377 15.547 3.030
O24 8.279 14.558 4.824
C25 7.124 14.749 5.628
H29 11.749 14.583 2.058
H30 11.436 16.273 1.718
H31 11.479 15.268 0.371
H32 9.403 14.061 1.205
H33 9.049 15.767 1.361
H34 7.219 15.547 6.364
H35 7.079 13.801 6.157
H36 6.195 14.911 5.085
C26 1.291 12.679 12.482
C27 0.716 11.259 12.514
O25 1.761 10.311 12.535
C28 2.461 10.018 11.449
O26 2.360 10.532 10.358
O27 3.247 8.994 11.720
C29 4.309 8.717 10.773
H37 2.131 12.860 13.149
H38 0.539 13.461 12.608
H39 1.664 12.876 11.471
H40 -0.035 11.134 11.735
H41 0.184 11.181 13.462
H42 4.864 9.647 10.691
H43 3.833 8.502 9.817
H44 4.872 7.872 11.142
C30 2.854 7.104 3.584
C31 4.353 7.367 3.754
O28 4.588 8.758 3.719
C32 5.711 9.226 4.243
O29 6.493 8.568 4.885
O30 5.829 10.499 3.891
C33 6.957 11.284 4.247
H45 2.668 6.059 3.837
H46 2.534 7.198 2.548
H47 2.327 7.754 4.281
H48 4.840 6.886 2.896
H49 4.761 6.823 4.604
H50 6.893 12.246 3.746
H51 7.882 10.804 3.931
H52 6.957 11.435 5.328
C34 9.664 16.058 8.019
C35 10.145 17.192 8.941
O31 11.555 17.296 8.903
C36 12.102 18.380 8.367
O32 11.503 19.405 8.159
O33 13.294 18.068 7.886
C37 14.020 19.063 7.194
H53 10.185 15.136 8.269
H54 9.856 16.289 6.968
H55 8.582 15.925 8.069
H56 9.793 16.911 9.933
H57 9.620 18.103 8.666
H58 14.148 19.953 7.810
H59 13.561 19.352 6.247
H60 14.999 18.639 6.979
C38 9.139 6.036 6.963
C39 9.471 7.489 7.344
O34 10.814 7.477 7.839
C40 11.803 7.537 6.958
O35 11.696 7.501 5.759
O36 12.934 7.580 7.634
C41 14.163 7.639 6.934
H61 9.732 5.801 6.083
H62 8.068 5.881 6.832
H63 9.409 5.348 7.767
H64 8.829 7.880 8.132
H65 9.340 8.139 6.478
H66 14.621 6.653 7.029
H67 14.848 8.337 7.408
H68 14.041 7.888 5.881
C42 11.365 10.640 4.246
C43 11.022 11.880 3.424
O37 9.882 11.668 2.593
C44 9.992 10.945 1.513
O38 10.959 10.346 1.112
O39 8.842 11.027 0.838
C45 8.700 10.179 -0.280
H69 10.499 10.216 4.765
H70 12.072 10.857 5.049
H71 11.688 9.817 3.609
H72 11.877 12.104 2.784
H73 10.908 12.703 4.118
H74 7.660 10.134 -0.600
H75 8.969 9.146 -0.055
H76 9.289 10.532 -1.126
C46 6.396 6.106 9.378
C47 6.741 5.613 10.769
O40 6.050 4.403 11.020
C48 5.751 4.050 12.276
O41 6.067 4.645 13.269
O42 5.110 2.897 12.182
C49 4.607 2.296 13.356
H77 7.124 6.815 8.985
H78 5.488 6.715 9.351
H79 6.228 5.331 8.630
H80 6.534 6.427 11.463
H81 7.813 5.401 10.776
H82 3.755 2.792 13.823
H83 5.380 2.111 14.098
H84 4.174 1.330 13.094

Total charge = 0
Highest occupied orbital energy = -10.08 eV
HOMO-LUMO gap = 9.92 eV
E_LUMO = -0.1645 eV

***

(3)
Computed, not measured: a 2-piece molecular cluster, C3H4N2O3 overall at a distorted geometry, with ωB97M-V/def2-TZVPD.

CARTESIAN COORDINATES (ANGSTROEM)
C1 0.437 1.652 0.449
N1 0.587 0.368 0.226
N2 1.628 -0.219 -0.382
O1 1.406 -1.267 -0.941
O2 2.668 0.360 -0.203
H1 -0.244 1.855 1.229
H2 0.910 2.343 -0.080
C2 -1.227 -1.336 0.300
C3 -1.766 -0.699 -0.678
O3 -2.252 0.074 -1.442
H3 -1.146 -0.729 1.160
H4 -1.001 -2.404 0.361

Total charge = 0
Highest occupied orbital energy = -8.84 eV
Energy above the lowest of the compared OMol25 structures with the same formula, charge and spin = 170.07 kcal per mole
HOMO-LUMO gap = 7.87 eV
E_LUMO = -0.9708 eV
SMILES = C=N[N+](=O)[O-].C=C=O

***

(4)
Computed, not measured: an isolated ion of composition C7H10N3 and charge +1 at a distorted geometry, with ωB97M-V/def2-TZVPD.

CARTESIAN COORDINATES (ANGSTROEM)
C1 -1.203 -1.779 1.623
C2 -0.121 -1.635 2.309
C3 -0.970 -2.042 0.124
C4 1.538 0.832 -1.933
C5 -0.463 0.146 -1.063
C6 0.412 0.773 0.018
C7 -0.166 1.563 1.152
N1 -0.793 -1.274 -0.805
N2 0.383 0.276 -2.277
N3 1.600 1.048 -0.639
H1 -2.141 -1.573 1.950
H2 0.924 -1.771 2.389
H3 -1.060 -3.002 -0.115
H4 2.373 0.895 -2.478
H5 -1.571 0.482 -1.238
H6 0.705 1.877 1.875
H7 -1.101 1.017 1.557
H8 -0.612 2.393 0.762
H9 -0.007 0.401 -3.226
H10 2.272 1.371 0.013

Total charge = +1
Highest occupied orbital energy (alpha / beta) = -11.43 / -12.10 eV
Energy above the lowest of the compared OMol25 structures with the same formula, charge and spin = 157.51 kcal per mole
HOMO-LUMO gap (alpha / beta) = 6.50 / 8.58 eV
E_LUMO (alpha / beta) = -4.9246 / -3.5247 eV

***

Computed DFT total energy (Ha) in order:
-16452.42077; -5077.68927; -451.70873; -436.51519